Record 1
Density functional theory data (wB97M-V/def2-TZVPD) for a 2-piece molecular cluster, C15H25N5O2 overall.

Multiplicity: 1
E_HOMO in eV: -8.348
HOMO-LUMO gap in eV: 9.042
Energy above the lowest of the compared OMol25 structures with the same formula, charge and spin in eV: 2.026
E_LUMO in eV: 0.69
SMILES: c1ccc(N2CCCNCC2)nc1.CNC(=O)CNC(C)=O

Last column: Löwdin charge in e.
Positions of all 47 atoms, in Å:
O: -2.34 1.42 -3.72  0.042
O: 1.74 2.61 -1.09  0.025
N: -1.18 -0.35 -2.92  0.033
N: 0.09 -0.09 1.32  -0.105
N: 0.43 0.45 4.37  -0.077
N: -0.29 1.72 -1.01  0.087
N: -1.15 -1.89 0.47  0.115
C: 1.10 -1.70 -0.25  -0.019
C: -0.24 -3.49 -1.05  -0.104
C: 1.86 0.38 4.04  -0.224
C: 0.99 -2.83 -1.05  -0.073
C: -1.11 -1.12 -4.17  -0.050
C: -0.58 -0.40 3.70  -0.192
C: 1.35 0.65 1.54  -0.168
C: -1.68 1.51 -1.43  -0.074
C: -0.97 0.18 2.33  -0.150
C: 2.20 -0.05 2.60  -0.165
C: -1.79 0.84 -2.79  -0.507
C: 0.25 3.38 -2.76  0.016
C: -1.28 -3.00 -0.28  -0.134
C: 0.61 2.53 -1.56  -0.542
C: 0.02 -1.25 0.52  -0.309
H: -0.68 3.90 -2.58  0.082
H: -2.11 -1.26 -4.57  0.087
H: 1.83 -3.19 -1.63  0.112
H: -0.38 -4.39 -1.65  0.097
H: -1.48 -0.43 4.32  0.115
H: -0.73 -0.73 -2.10  0.100
H: 0.01 1.21 -0.19  0.082
H: -2.24 -3.51 -0.29  0.106
H: -2.20 2.47 -1.47  0.123
H: -0.51 -0.57 -4.90  0.086
H: 0.29 0.46 5.38  0.103
H: 1.14 1.68 1.86  0.137
H: -2.17 0.88 -0.70  0.123
H: -1.94 -0.23 2.03  0.103
H: 2.05 -1.18 -0.23  0.107
H: -1.12 1.26 2.43  0.122
H: 1.92 0.73 0.62  0.095
H: 2.08 -1.13 2.51  0.109
H: -0.65 -2.09 -3.98  0.075
H: 0.15 2.74 -3.64  0.084
H: 2.35 -0.33 4.72  0.104
H: 1.04 4.10 -2.94  0.085
H: 3.25 0.18 2.42  0.116
H: -0.22 -1.43 3.59  0.114
H: 2.31 1.36 4.22  0.110



Record 2
Density functional theory data (wB97M-V/def2-TZVPD) for an isolated molecule of C22H24N4O3S.

Multiplicity: 1
E_HOMO in eV: -7.473
HOMO-LUMO gap in eV: 7.836
Energy above the lowest of the compared OMol25 structures with the same formula, charge and spin in eV: 1.656
E_LUMO in eV: 0.36
SMILES: COc1ccc(NC(=O)CSc2nc3ccccc3nc2N2CCCC2)c(OC)c1

Last column: Löwdin charge in e.
Positions of all 54 atoms, in Å:
S: 2.63 2.23 -0.07  0.998
O: -3.33 2.17 1.13  -0.100
O: -5.33 -1.62 -0.95  -0.087
O: 0.40 1.43 -1.92  0.057
N: 2.19 -1.73 0.38  0.184
N: 4.11 -0.63 -0.13  -0.067
N: -1.18 2.01 -0.38  0.144
N: 0.90 0.63 1.00  0.105
C: 0.93 -1.75 0.84  -0.213
C: -3.15 -0.85 -1.71  -0.016
C: -5.31 -2.67 -1.88  -0.092
C: -4.43 2.28 2.01  -0.077
C: -2.20 1.08 -0.62  -0.167
C: 6.41 -0.23 -0.25  -0.162
C: -3.34 1.16 0.21  -0.222
C: 0.29 -0.55 1.24  -0.205
C: 2.82 -0.57 0.25  -0.268
C: 6.11 -1.56 -0.93  -0.164
C: -4.36 0.24 0.06  0.055
C: 2.09 0.64 0.48  -0.460
C: 0.05 2.05 -0.94  -0.560
C: -0.99 -0.59 1.81  -0.023
C: -1.04 -2.97 1.47  -0.086
C: -1.65 -1.79 1.91  -0.086
C: -4.26 -0.77 -0.90  -0.276
C: 1.00 3.03 -0.24  -0.349
C: 4.73 -1.92 -0.38  -0.156
C: -2.12 0.08 -1.57  0.009
C: 5.05 0.46 -0.26  -0.205
C: 0.22 -2.96 0.95  -0.020
H: 6.85 -2.33 -0.71  0.109
H: -4.54 1.38 2.62  0.098
H: 6.73 -0.40 0.78  0.114
H: 0.71 -3.87 0.62  0.108
H: 4.12 -2.50 -1.07  0.119
H: 6.06 -1.43 -2.01  0.113
H: -2.64 -1.83 2.34  0.101
H: -1.58 -3.90 1.55  0.100
H: -6.24 -3.21 -1.74  0.092
H: 4.80 -2.48 0.56  0.125
H: -5.24 0.26 0.67  0.117
H: 0.65 3.32 0.75  0.075
H: -4.46 -3.34 -1.71  0.095
H: -5.36 2.47 1.46  0.099
H: -1.44 0.33 2.16  0.110
H: -3.04 -1.62 -2.46  0.103
H: 1.18 3.90 -0.86  0.085
H: 4.89 0.99 -1.21  0.108
H: 7.17 0.35 -0.76  0.110
H: -4.21 3.13 2.65  0.095
H: -1.35 2.57 0.45  0.137
H: 4.93 1.18 0.55  0.092
H: -1.25 0.01 -2.20  0.107
H: -5.26 -2.29 -2.91  0.095



Record 3
Density functional theory data (wB97M-V/def2-TZVPD) for a 3-piece molecular cluster, C4H14O2 overall.

Multiplicity: 1
E_HOMO in eV: -10.678
HOMO-LUMO gap in eV: 11.129
Energy above the lowest of the compared OMol25 structures with the same formula, charge and spin in eV: 1.438
E_LUMO in eV: 0.45
SMILES: CC(C)C.O.O

Last column: Löwdin charge in e.
Positions of all 20 atoms, in Å:
O: 5.95 0.59 0.93  -0.054
O: 5.58 -1.76 -1.02  -0.080
C: -2.13 1.37 0.93  -0.114
C: -2.58 0.36 -0.06  -0.565
C: -1.45 -0.50 -0.63  -0.099
C: -3.71 -0.43 0.44  -0.109
H: -1.24 1.83 0.49  0.071
H: -0.69 0.19 -0.95  0.062
H: -4.65 0.09 0.73  0.094
H: -0.91 -1.13 0.13  0.094
H: -2.77 2.18 1.13  0.051
H: -2.76 0.93 -1.08  0.163
H: -4.11 -0.88 -0.50  0.085
H: -1.87 -1.13 -1.40  0.069
H: -3.26 -1.20 1.06  0.086
H: 6.12 -0.20 0.40  -0.005
H: 5.71 1.28 0.29  0.046
H: 5.35 -0.80 -0.90  0.035
H: -1.92 1.04 2.00  0.111
H: 5.34 -1.81 -1.97  0.058



Record 4
Density functional theory data (wB97M-V/def2-TZVPD) for a 3-piece molecular cluster, C35H49N3O11S4 overall.

Multiplicity: 1
E_HOMO in eV: -9.043
HOMO-LUMO gap in eV: 8.947
Energy above the lowest of the compared OMol25 structures with the same formula, charge and spin in eV: 0.000
E_LUMO in eV: -0.10
SMILES: CS(=O)(=O)c1cc(CCCC(=O)O)c(CCO)c2c1Nc1ccc(CCSc3nnco3)c(CCCCS(=O)(=O)O)c1S2.C1CCOC1.C1CCOC1

Last column: Löwdin charge in e.
Positions of all 102 atoms, in Å:
S: 5.14 -0.04 -3.89  1.006
S: -1.10 -0.71 -1.20  1.109
S: -1.13 0.25 4.25  0.650
S: 0.24 4.17 -3.30  0.612
O: 6.27 -2.16 -2.67  0.038
O: -2.59 7.04 -7.31  -0.144
O: -2.48 0.62 4.57  -0.306
O: 1.67 4.04 -3.25  -0.277
O: -2.60 -4.09 7.05  -0.155
O: -0.28 4.26 -1.79  -0.152
O: -0.33 5.25 -4.04  -0.269
O: 1.31 -4.76 5.66  0.105
O: 0.08 -5.32 -0.95  -0.066
O: -0.39 -0.52 5.22  -0.321
O: 2.29 -5.57 3.79  0.086
N: -0.95 1.05 1.13  0.061
N: 4.96 -2.70 -4.36  0.054
N: 5.51 -3.86 -3.83  0.052
C: -1.42 -2.10 3.08  0.004
C: 0.45 1.70 -4.54  -0.181
C: -1.56 -3.61 -0.41  -0.131
C: 0.22 0.45 -0.94  -0.359
C: 0.24 0.23 -4.12  -0.178
C: -3.27 -2.83 7.16  -0.202
C: -1.40 -4.07 7.84  -0.199
C: -1.55 -3.05 2.08  -0.151
C: -1.73 -4.49 2.49  -0.113
C: 3.52 1.63 -2.41  -0.205
C: 0.14 1.22 0.22  -0.260
C: -1.21 -0.76 2.79  -0.193
C: -0.21 1.73 3.95  -0.148
C: 4.41 0.37 -2.29  -0.440
C: -3.14 8.90 -5.96  -0.173
C: -1.45 -2.65 0.74  -0.168
C: -1.24 -1.29 0.48  -0.355
C: 2.29 1.49 -1.54  -0.190
C: -0.20 -3.93 -1.08  -0.239
C: -1.17 -2.62 8.23  -0.161
C: -3.56 8.07 -7.17  -0.214
C: -0.51 2.65 -3.81  -0.199
C: -0.08 -5.80 3.99  -0.082
C: -2.61 -2.09 8.30  -0.164
C: 6.25 -3.49 -2.85  -0.194
C: 1.28 0.57 -1.84  -0.172
C: 1.29 -0.25 -3.11  -0.146
C: -1.46 7.32 -6.48  -0.199
C: -0.37 -5.22 2.58  -0.140
C: 2.19 2.27 -0.40  -0.033
C: 5.43 -1.73 -3.66  -0.709
C: -1.62 8.77 -6.01  -0.168
C: -1.13 -0.33 1.48  -0.237
C: 1.21 -5.31 4.59  -0.504
C: 1.13 2.14 0.48  -0.018
H: -1.47 -2.41 4.11  0.123
H: -1.46 6.63 -5.63  0.090
H: -2.68 -1.00 8.20  0.112
H: -3.57 8.68 -8.08  0.115
H: -0.03 -6.89 3.94  0.130
H: 3.26 1.82 -3.45  0.083
H: -2.03 -4.54 -0.12  0.109
H: 0.98 -5.42 -0.64  0.082
H: -0.62 -2.51 9.16  0.111
H: 0.26 -0.40 -5.00  0.119
H: 1.47 1.99 -4.30  0.079
H: 2.98 2.99 -0.18  0.122
H: -0.55 7.16 -7.05  0.119
H: 1.06 2.76 1.37  0.112
H: -1.55 -4.70 8.72  0.116
H: -4.55 7.62 -7.05  0.114
H: -1.81 1.33 0.65  0.143
H: -1.13 8.96 -5.06  0.111
H: -0.63 -2.09 7.44  0.099
H: 0.69 1.51 3.37  0.060
H: -3.14 -2.29 6.21  0.106
H: -0.32 -6.02 1.85  0.108
H: -0.86 -5.56 4.72  0.113
H: 6.82 -4.16 -2.23  0.132
H: -0.58 -4.49 7.25  0.091
H: -2.24 -4.54 3.45  0.115
H: -2.34 -5.00 1.75  0.105
H: -0.84 2.45 3.47  0.065
H: -0.24 -3.67 -2.14  0.106
H: 1.05 -1.29 -2.88  0.105
H: -1.33 2.95 -4.47  0.111
H: 3.79 -0.48 -1.99  0.080
H: -2.21 -3.15 -1.16  0.099
H: 0.34 1.83 -5.62  0.121
H: -4.34 -3.00 7.32  0.115
H: -3.52 8.45 -5.04  0.112
H: 0.43 -4.52 2.34  0.112
H: -1.21 9.45 -6.76  0.112
H: 5.16 0.49 -1.51  0.089
H: -0.97 2.19 -2.94  0.093
H: -0.76 0.13 -3.69  0.075
H: 0.09 2.04 4.95  0.075
H: 4.09 2.47 -2.02  0.116
H: 0.59 -3.35 -0.60  0.120
H: 2.92 -4.85 3.94  0.122
H: -3.06 -2.37 9.25  0.111
H: 0.50 4.28 -1.21  0.080
H: -3.49 9.93 -6.01  0.109
H: 2.27 -0.23 -3.59  0.092